[1]
ORCA calculation (ωB97M-V with the def2-TZVPD basis set) on a structure of composition C27H49N3ORb at a distorted geometry.

Geometry as XYZ:
```
81
Properties=species:S:1:pos:R:3:forces:R:3
Rb 8.03896 11.86344 9.26244 -0.1 -0.1 0.1
C 10.39660 8.29293 10.17833 -0.6 0.2 -0.1
C 10.96921 9.62063 10.12311 -0.9 -1.1 0.1
C 10.16605 10.41872 10.93639 -0.3 0.1 0.4
C 9.14300 9.66957 11.52228 -0.5 -0.4 0.9
C 9.27433 8.35613 11.06907 0.5 -0.7 -0.3
C 8.56376 7.13270 11.56876 -1.1 -1.4 -0.6
C 8.31126 10.11069 12.72327 0.6 -0.2 -0.6
C 10.48683 11.78968 11.34991 0.0 0.6 -0.3
C 12.21156 10.12440 9.43715 -0.9 -2.5 -0.3
C 10.78580 7.11799 9.28376 1.8 1.1 -0.4
H 8.92910 6.64690 12.49237 0.5 0.4 -0.2
H 8.62451 6.32743 10.77174 -0.1 0.7 0.9
H 7.46699 7.20888 11.80924 0.7 0.4 -0.5
H 8.97980 10.48604 13.50053 0.0 0.0 0.2
H 7.76004 9.26371 13.16062 -0.1 0.4 -0.3
H 7.65159 10.95097 12.47978 -0.3 -0.1 0.1
H 11.01428 11.79206 12.28106 0.6 0.1 0.8
H 9.62717 12.44647 11.53314 0.0 0.0 -0.3
H 11.13136 12.21196 10.58906 0.1 0.7 0.0
H 11.95130 10.44061 8.44924 0.2 0.7 -0.7
H 12.84097 9.21602 9.26050 0.2 1.0 0.4
H 12.61446 10.91195 10.03035 0.9 0.4 0.1
H 11.92441 7.30683 9.12244 -1.6 -1.0 0.2
H 10.35895 7.22185 8.25981 0.0 -0.2 0.5
H 10.57478 6.08395 9.64684 0.3 0.9 0.0
C 5.90441 9.02956 9.15910 0.8 -1.0 3.2
N 5.28669 10.22504 9.68552 1.3 1.0 -1.0
C 4.69773 10.13129 10.98188 -1.5 0.4 0.7
C 4.33508 10.75727 8.73160 1.5 0.3 -0.4
C 4.89768 11.22062 7.33700 0.2 -2.4 0.9
N 5.81336 12.30542 7.31485 0.7 0.8 -0.5
C 5.28289 13.50111 7.93703 -0.3 0.4 -1.0
C 6.25486 12.58070 5.92225 -0.7 0.7 0.3
H 5.17575 8.33410 8.84552 -1.3 -1.1 -0.6
H 6.48808 8.51415 9.97474 -0.6 0.5 -0.5
H 6.64054 9.08016 8.40967 0.7 1.1 -1.3
H 3.79656 9.47658 10.97941 0.4 -0.3 0.1
H 4.23871 11.10666 11.27343 0.6 -0.4 -0.3
H 5.36789 9.86338 11.79881 0.2 -0.3 -0.4
H 3.85966 11.58205 9.24635 -0.5 0.2 -0.3
H 3.63094 9.96451 8.48423 -0.7 -0.1 -0.1
H 3.91920 11.36113 6.86247 0.1 0.5 -1.0
H 5.46280 10.35493 6.85296 -1.1 0.8 0.5
H 4.22234 13.67426 7.54987 1.1 0.4 0.2
H 6.02229 14.31373 7.76710 -0.9 -0.2 0.0
H 5.20913 13.38093 9.00064 -0.1 -0.2 0.7
H 5.33765 12.88866 5.32658 1.0 -0.1 0.2
H 6.64250 11.65847 5.51998 0.0 -0.3 -0.3
H 7.08405 13.34704 5.84658 -1.2 -0.6 0.4
C 9.33874 10.53128 5.44056 1.0 1.8 1.6
C 9.92537 9.99481 6.74492 1.0 1.1 1.0
O 8.92709 9.50947 7.62981 -0.3 -0.9 1.2
H 10.19523 11.05018 4.93760 -0.9 -0.5 0.1
H 8.57995 11.29486 5.69238 0.4 -0.4 -0.3
H 8.90076 9.78621 4.84481 -0.5 -1.1 -0.9
H 10.39071 10.82509 7.33005 0.0 -0.2 -0.9
H 10.79352 9.34097 6.47838 -0.8 -0.3 0.6
H 9.22814 9.38354 8.61369 0.3 0.0 -2.2
C 12.07368 13.13015 5.72649 2.4 -0.4 -0.4
N 11.25929 14.21353 6.26373 1.6 -1.1 -0.5
C 11.83766 14.54213 7.54028 0.1 -1.0 1.3
C 9.87747 13.78807 6.40440 -0.4 -0.9 1.1
C 9.05440 14.85351 7.08553 0.4 2.2 -1.7
C 9.02840 16.09962 6.32802 -1.1 -1.4 2.5
C 8.42078 17.17922 6.92225 -1.3 0.0 0.3
C 7.81245 17.07548 8.22194 0.4 0.3 -0.5
C 7.90257 15.89149 8.91133 0.1 -1.4 0.0
C 8.53900 14.71750 8.36404 -0.3 -0.1 0.4
H 13.24257 13.43233 5.66654 -2.7 -0.4 0.0
H 11.74232 12.85703 4.70902 0.2 0.1 0.4
H 12.11702 12.17396 6.36069 -0.4 1.1 -0.5
H 12.86044 14.86583 7.48380 0.5 0.7 -0.7
H 12.01071 13.61864 8.23960 -1.1 1.2 -0.8
H 11.20896 15.32102 7.95275 0.2 -0.1 0.8
H 9.83884 12.95943 7.13255 0.1 -0.4 -0.2
H 9.50832 13.37278 5.44172 0.1 0.7 0.3
H 9.34956 16.10537 5.31785 0.4 0.2 -0.8
H 8.14027 18.00141 6.28173 0.3 0.6 0.1
H 7.24255 17.90361 8.66498 0.3 -0.1 -0.4
H 7.40581 15.72822 9.90304 0.4 0.7 -0.8
```
Forces are in eV/Å.

Properties
* molecular weight: 517.18 g/mol
* relative energy (zero: lowest compared OMol25 entry of this formula, charge and spin): 237.1 kJ/mol
* lowest unoccupied orbital energy: 2.1 eV
* total charge: -1
* E_HOMO: -0.1254 hartree
* gap between HOMO and LUMO: 5.484 eV
* energy: -1321.63643 a.u.

---

[2]
ORCA calculation (ωB97M-V with the def2-TZVPD basis set) on a structure of composition C22H45AuN2OP3Se at a distorted geometry.

Geometry as XYZ:
```
75
Properties=species:S:1:pos:R:3:forces:R:3
Au -1.04419 -0.47686 -0.29490 0.8 -0.6 1.6
P -0.00319 -1.57689 1.85330 -0.5 -1.0 0.5
P 0.41554 -1.43151 -1.79488 0.1 -0.6 -0.8
P -3.12437 -0.42218 0.68642 -1.4 0.2 0.5
H 0.23132 2.09821 -0.67777 0.2 0.0 0.1
C -0.43730 2.04470 0.17338 0.4 0.2 1.6
C 0.00011 1.72288 1.43174 -0.1 0.4 -1.9
H 1.06198 1.44839 1.57297 -0.7 0.2 0.1
C 1.77391 -1.49174 2.24353 0.4 0.4 -0.3
C -0.28199 -3.38275 1.74483 0.0 -0.1 -0.3
C -0.73582 -1.16397 3.47445 -0.1 0.5 0.0
C 0.82427 -0.36194 -3.19357 0.1 0.0 -0.2
C 1.97094 -2.22965 -1.31793 0.4 0.0 0.1
C -0.60686 -2.78799 -2.45054 0.0 0.0 -0.1
C -3.43602 0.72307 2.05490 0.0 0.2 0.3
C -3.62657 -2.06681 1.25973 -0.1 -0.3 0.0
C -4.37480 0.02754 -0.53660 0.0 0.2 -0.2
H -1.44410 2.40502 -0.03915 0.2 -0.1 0.2
H -0.66599 1.77029 2.29222 0.2 0.0 -0.2
H 1.96692 -0.62158 2.88793 -0.1 -0.3 -0.2
H 2.35448 -1.35685 1.31825 -0.1 -0.2 0.4
H 2.08782 -2.41442 2.76473 -0.2 0.4 -0.2
H 0.28293 -3.81062 0.90343 -0.2 0.1 0.3
H -1.34351 -3.62061 1.59566 0.3 0.1 0.1
H 0.06431 -3.85513 2.67705 -0.1 0.2 -0.3
H -0.41883 -0.15115 3.76707 -0.1 -0.3 0.0
H -0.37273 -1.88078 4.22640 0.0 0.1 -0.3
H -1.83072 -1.18471 3.46525 0.3 -0.1 0.0
H 0.99076 -0.98868 -4.08007 0.1 0.2 0.1
H 1.74324 0.18708 -2.94827 -0.2 0.0 -0.2
H 0.01580 0.35165 -3.40958 0.4 -0.2 0.0
H 2.43708 -2.68694 -2.20540 -0.2 0.2 0.2
H 1.82318 -3.02217 -0.57108 -0.1 0.2 -0.2
H 2.66195 -1.48159 -0.89886 -0.2 -0.3 -0.2
H -0.13155 -3.23554 -3.33100 -0.1 0.0 0.1
H -1.58642 -2.38854 -2.73839 0.2 -0.1 0.0
H -0.75654 -3.55744 -1.68165 0.1 0.2 -0.2
H -4.49257 1.01569 2.02998 0.2 -0.1 0.0
H -2.82973 1.62772 1.95602 -0.2 -0.1 0.0
H -3.23507 0.27418 3.03363 0.0 0.1 -0.2
H -4.71557 -2.09142 1.38827 0.2 0.1 0.0
H -3.16374 -2.35565 2.21002 -0.1 0.1 -0.2
H -3.36347 -2.81518 0.49977 -0.1 0.2 0.1
H -5.30509 0.28949 -0.02418 0.1 -0.2 0.0
H -4.53750 -0.81023 -1.21650 -0.1 0.1 0.0
H -4.02180 0.88505 -1.11507 -0.2 -0.2 0.1
C -2.84815 2.25508 -3.24754 -0.5 0.6 -1.2
C -2.37247 2.19738 -4.56273 -0.3 0.0 0.1
C -3.01917 2.93047 -5.57114 -0.2 0.1 0.4
C -4.13734 3.71722 -5.26551 0.1 0.0 0.0
C -4.60151 3.79011 -3.94678 0.6 -0.4 0.2
C -3.94393 3.07796 -2.92491 0.2 -0.3 -0.7
O -2.30639 1.53213 -2.20108 1.2 -1.0 1.0
H -1.60580 0.84096 -2.36198 -1.2 1.5 -0.9
H -1.51551 1.57085 -4.81440 -0.2 0.1 0.1
H -2.65343 2.89244 -6.60029 -0.1 0.0 0.4
H -4.63923 4.29478 -6.05495 0.3 -0.4 0.4
H -5.47582 4.39251 -3.69967 0.3 -0.1 -0.1
H -4.28579 3.14031 -1.89636 0.0 0.0 -0.1
C 6.26941 -0.75871 0.30164 0.4 -0.4 -0.9
N 5.78124 -0.10239 1.49372 -0.1 0.1 0.9
C 6.37980 -0.18736 2.73708 -1.0 0.3 -1.4
C 5.63308 0.57475 3.59090 -0.8 0.5 -1.2
N 4.61233 1.13194 2.84235 0.4 -0.8 0.1
C 3.57754 1.98116 3.40036 -0.4 0.6 0.3
C 4.66205 0.69211 1.53742 1.1 -0.2 1.2
Se 3.51228 1.06538 0.15254 0.3 0.2 0.4
H 7.24123 -0.33728 0.00230 -0.4 -0.1 0.1
H 5.53894 -0.59844 -0.50675 0.4 -0.1 0.4
H 6.39239 -1.83427 0.47927 -0.1 0.3 0.0
H 7.25520 -0.78157 2.87965 0.3 -0.1 0.2
H 5.76066 0.77307 4.63459 0.0 0.1 0.3
H 4.04780 2.65130 4.13620 -0.3 -0.2 -0.3
H 3.12812 2.56490 2.58620 0.2 -0.1 0.4
H 2.79197 1.38380 3.89434 0.4 0.2 -0.2
```
Forces are in eV/Å.

Properties
* molecular weight: 722.46 g/mol
* lowest unoccupied orbital energy (spin up / spin down): -7.5 / -11.4 eV
* total charge: +3
* E_HOMO (spin up / spin down): -0.5393 / -0.5385 hartree
* gap between HOMO and LUMO (spin up / spin down): 7.201 / 3.258 eV
* 2S+1: 3
* energy: -4610.24940 a.u.

---

Question: Which of these has the highest energy?
Answer: C27H49N3ORb

---

Question: Number 2 is which compound?
Answer: C22H45AuN2OP3Se

---

Question: Which formula does entry 2 have?
Answer: C22H45AuN2OP3Se